[1]
DFT (wB97M-V/def2-TZVPD) results for a 8-piece molecular cluster, C23H50NO15S overall at a distorted geometry.

```
90
Properties=species:S:1:pos:R:3
N -0.43 0.09 0.44
H -0.65 1.06 0.38
H -0.16 -0.19 -0.66
H -1.15 -0.52 0.67
H 0.34 -0.11 1.16
S -1.44 -0.26 3.71
O -1.27 0.56 4.86
O -2.41 -1.32 3.87
O -1.88 0.61 2.54
O -0.25 -0.90 3.20
O -1.16 -1.12 -1.09
C -2.15 -1.60 -0.57
O -3.23 -1.99 -1.22
C -3.20 -1.99 -2.69
C -4.54 -2.55 -3.31
C -2.39 -1.73 0.96
H -2.50 -2.72 -2.92
H -2.84 -1.02 -2.81
H -4.41 -2.55 -4.34
H -5.38 -1.86 -3.30
H -4.85 -3.58 -2.91
H -1.71 -2.54 1.41
H -3.40 -1.74 1.26
H -2.06 -0.71 1.30
O 2.27 1.38 0.69
C 2.16 2.53 1.11
O 2.13 2.81 2.38
C 2.35 1.94 3.36
C 2.23 2.85 4.57
C 1.90 3.71 0.13
H 3.46 1.39 3.54
H 1.69 1.06 3.46
H 1.16 3.00 4.39
H 2.93 3.58 4.52
H 2.34 2.14 5.45
H 1.29 4.33 0.72
H 1.42 3.29 -0.77
H 2.75 4.11 -0.05
O -1.31 3.47 0.36
C -2.07 3.92 -0.51
O -3.35 3.53 -0.57
C -3.83 2.30 0.03
C -5.25 2.21 -0.18
C -1.73 4.96 -1.49
H -3.74 2.31 1.07
H -3.22 1.52 -0.34
H -5.69 1.27 0.34
H -5.15 1.89 -1.33
H -5.93 3.06 0.00
H -0.83 5.46 -1.16
H -2.60 5.59 -1.59
H -1.43 4.37 -2.44
O 1.63 -2.18 0.08
C 2.65 -1.85 0.59
O 3.80 -1.61 -0.12
C 3.87 -1.81 -1.57
C 5.26 -1.88 -2.21
C 2.83 -1.76 2.07
H 3.24 -0.96 -2.04
H 3.45 -2.68 -2.06
H 5.03 -2.01 -3.28
H 5.97 -2.55 -1.78
H 5.86 -1.07 -2.11
H 2.11 -2.45 2.53
H 2.77 -0.62 2.53
H 3.90 -2.18 2.57
O -0.25 1.98 -2.86
C 0.26 0.87 -3.30
O 1.52 0.60 -3.46
C 2.45 1.61 -3.17
C 3.69 1.37 -4.04
C -0.78 -0.07 -3.97
H 2.74 1.67 -2.13
H 2.24 2.68 -3.28
H 4.27 2.20 -3.65
H 3.46 1.36 -4.97
H 4.39 0.37 -4.10
H -1.10 0.25 -4.90
H -1.68 -0.11 -3.47
H -0.25 -1.07 -4.00
C -0.62 -4.02 1.79
C -0.60 -4.91 3.05
O -0.92 -6.09 3.10
C -0.05 -4.25 4.30
H -0.89 -2.95 1.97
H -1.40 -4.56 1.11
H 0.29 -4.01 1.32
H 0.45 -5.10 5.05
H -1.03 -3.97 4.59
H 0.59 -3.52 4.17
```

Summary:
Spin multiplicity: 1
Charge: -1
HOMO energy: -3.757 eV
Gap between HOMO and LUMO: 5.7861 eV
ΔE to the lowest compared entry with this formula, charge and spin: 32.90 kcal per mole

[2]
DFT (wB97M-V/def2-TZVPD) results for C34H49B3F21IO19S as an isolated structure at a distorted geometry.

```
128
Properties=species:S:1:pos:R:3
C 3.02 -4.74 -0.78
C 1.73 -5.56 -0.48
B 0.77 -5.38 -1.70
O 0.69 -6.30 -2.75
B 0.38 -5.75 -3.97
C 1.08 -6.16 -5.34
S 2.78 -5.62 -5.34
O 3.39 -5.92 -4.08
O 3.40 -6.12 -6.53
O -0.59 -4.75 -3.96
B -0.07 -3.79 -3.07
C 0.46 -2.41 -3.59
I -1.11 -1.27 -4.50
C 1.27 -1.64 -2.52
C 1.50 -0.16 -2.81
O -0.01 -4.20 -1.75
H 3.04 -4.42 -1.82
H 3.91 -5.33 -0.60
H 3.03 -3.83 -0.18
H 1.19 -5.15 0.38
H 1.96 -6.61 -0.31
H 1.12 -7.23 -5.53
H 0.60 -5.60 -6.14
H 2.68 -4.26 -5.40
H 1.16 -2.64 -4.40
H 0.78 -1.76 -1.55
H 2.26 -2.12 -2.49
H 2.41 0.14 -2.28
H 0.69 0.45 -2.43
H 1.69 0.03 -3.87
C 4.56 -10.30 3.12
C 3.98 -9.44 2.02
O 3.45 -8.20 2.53
C 4.34 -7.25 2.79
O 5.52 -7.31 2.64
C 3.61 -5.99 3.29
F 2.69 -6.29 4.22
F 2.98 -5.40 2.26
F 4.46 -5.12 3.81
H 3.81 -10.47 3.90
H 4.88 -11.26 2.72
H 5.41 -9.81 3.59
H 3.14 -9.94 1.55
H 4.71 -9.23 1.24
C 2.72 5.43 0.38
C 4.12 4.90 0.54
O 4.11 3.54 1.02
C 3.86 2.60 0.12
O 3.65 2.76 -1.05
C 3.92 1.21 0.78
F 3.24 1.19 1.93
F 5.19 0.88 1.05
F 3.41 0.29 -0.03
H 2.17 5.34 1.31
H 2.75 6.48 0.09
H 2.17 4.88 -0.38
H 4.66 5.47 1.29
H 4.68 4.96 -0.40
C -3.74 6.74 -3.39
C -2.35 6.51 -3.95
O -1.33 7.08 -3.10
C -1.01 6.37 -2.02
O -1.47 5.32 -1.68
C 0.11 7.10 -1.25
F -0.15 8.40 -1.11
F 1.27 6.99 -1.92
F 0.25 6.57 -0.03
H -3.90 7.81 -3.22
H -4.49 6.37 -4.08
H -3.85 6.23 -2.44
H -2.23 7.01 -4.91
H -2.15 5.45 -4.10
C -7.10 3.63 1.27
C -7.94 4.87 1.07
O -7.50 5.63 -0.08
C -7.90 5.18 -1.26
O -8.59 4.22 -1.47
C -7.38 6.12 -2.36
F -6.08 6.40 -2.19
F -8.06 7.27 -2.36
F -7.52 5.56 -3.56
H -6.04 3.89 1.34
H -7.39 3.11 2.18
H -7.21 2.93 0.43
H -7.83 5.54 1.92
H -9.00 4.63 0.97
C 9.48 5.50 1.57
C 9.66 6.99 1.35
O 8.85 7.47 0.26
C 7.57 7.67 0.53
O 7.02 7.51 1.58
C 6.86 8.21 -0.73
F 7.18 7.50 -1.81
F 7.21 9.48 -0.94
F 5.54 8.16 -0.57
H 9.68 4.96 0.65
H 10.15 5.15 2.35
H 8.45 5.27 1.87
H 10.69 7.21 1.07
H 9.44 7.56 2.26
C -4.96 0.17 6.83
C -4.90 1.66 6.60
O -5.90 2.09 5.66
C -7.13 2.22 6.13
O -7.50 2.02 7.25
C -8.06 2.72 5.01
F -7.87 2.03 3.88
F -7.82 4.02 4.75
F -9.33 2.61 5.36
H -4.87 -0.37 5.88
H -4.14 -0.15 7.48
H -5.90 -0.13 7.28
H -3.95 1.94 6.16
H -5.01 2.21 7.54
C -3.11 -6.41 -2.56
C -3.17 -5.96 -1.11
O -4.18 -6.66 -0.37
C -3.86 -7.88 0.03
O -2.82 -8.45 -0.15
C -5.03 -8.48 0.84
F -6.19 -8.30 0.21
F -5.11 -7.90 2.04
F -4.85 -9.79 1.02
H -4.09 -6.31 -3.03
H -2.40 -5.81 -3.11
H -2.82 -7.46 -2.63
H -3.44 -4.91 -1.06
H -2.20 -6.07 -0.62
```

Summary:
Spin multiplicity: 1
HOMO energy: -9.691 eV
Gap between HOMO and LUMO: 9.5307 eV

[3]
DFT (wB97M-V/def2-TZVPD) results for a 2-piece molecular cluster, C3H12N2O overall at a distorted geometry.

```
18
Properties=species:S:1:pos:R:3
C -4.47 3.59 -1.58
C -3.31 3.23 -0.69
O -2.59 2.10 -1.18
H -5.22 2.81 -1.74
H -4.06 3.96 -2.52
H -5.13 4.37 -1.17
H -2.72 4.11 -0.42
H -3.60 2.88 0.32
H -3.01 1.78 -1.99
N 3.69 -4.23 1.60
C 3.62 -3.09 0.72
N 3.13 -1.78 1.24
H 3.16 -4.05 2.44
H 4.59 -4.49 1.98
H 2.94 -3.37 -0.10
H 4.61 -3.04 0.23
H 2.45 -1.49 0.56
H 3.92 -1.17 1.07
```

Summary:
Spin multiplicity: 1
SMILES: CCO.NCN
HOMO energy: -9.257 eV
Gap between HOMO and LUMO: 10.2561 eV
ΔE to the lowest compared entry with this formula, charge and spin: 26.23 kcal per mole

[4]
DFT (wB97M-V/def2-TZVPD) results for a 3-piece molecular cluster, C36H63BrFN2O5 overall at a distorted geometry.

```
108
Properties=species:S:1:pos:R:3
C -0.07 -1.16 3.19
O 0.91 -0.54 4.09
C 2.29 -0.96 3.78
C 3.18 0.22 3.02
C 4.73 -0.32 2.95
C 5.79 0.70 2.21
C 5.60 0.61 0.56
C 5.49 -0.86 -0.17
C 5.26 -0.70 -1.82
C 5.12 -2.07 -2.75
C 5.76 -3.40 -1.97
C 6.35 -4.52 -3.06
Br 4.36 -4.32 -0.86
N 5.20 0.71 -2.33
C 4.94 0.78 -3.86
C 3.31 0.47 -4.10
O 2.50 1.69 -4.20
C 2.08 2.20 -2.88
C 0.50 1.80 -2.51
O 0.43 0.34 -2.63
C -0.82 -0.21 -2.06
C -1.61 0.33 -0.73
C -2.99 -0.42 -0.16
C -3.56 -1.73 -0.96
C -4.89 -2.63 -0.50
C -4.32 -4.20 -0.42
C -5.40 -2.27 1.03
C -6.08 -2.65 -1.63
C -7.09 -1.37 -1.62
C -8.40 -1.56 -0.59
C -6.38 0.10 -1.42
C -7.78 -1.33 -3.15
C -2.80 -2.31 -2.34
C -1.45 -1.54 -2.85
N 5.33 1.93 -1.76
C 5.54 1.99 -0.29
F 5.67 3.34 0.36
H -1.11 -1.36 3.75
H 0.25 -2.18 2.72
H -0.34 -0.39 2.33
H 2.85 -1.18 4.80
H 2.37 -1.93 3.13
H 3.06 1.21 3.67
H 2.67 0.41 1.98
H 4.69 -1.39 2.45
H 5.12 -0.49 4.06
H 5.47 1.79 2.53
H 6.90 0.54 2.55
H 5.53 -1.89 0.38
H 3.97 -2.25 -3.03
H 5.69 -2.00 -3.77
H 6.69 -3.11 -1.30
H 7.19 -5.12 -2.48
H 5.49 -5.25 -3.39
H 6.88 -3.99 -3.97
H 5.10 1.88 -4.27
H 5.64 0.07 -4.47
H 2.91 -0.32 -3.32
H 3.26 -0.07 -5.16
H 2.31 3.34 -2.70
H 2.73 1.61 -2.08
H -0.16 2.37 -3.30
H 0.35 2.20 -1.40
H -1.18 1.25 -0.11
H -3.54 -0.03 0.79
H -5.06 -4.89 0.17
H -3.27 -4.23 0.14
H -4.11 -4.64 -1.50
H -6.02 -3.16 1.53
H -4.41 -2.18 1.69
H -6.03 -1.29 1.12
H -6.75 -3.61 -1.40
H -5.60 -2.87 -2.70
H -9.01 -2.50 -1.00
H -9.10 -0.63 -0.81
H -8.09 -1.67 0.53
H -7.22 0.93 -1.59
H -5.59 0.24 -2.28
H -5.94 0.30 -0.36
H -6.90 -0.99 -3.86
H -8.15 -2.39 -3.48
H -8.62 -0.49 -3.22
H -3.21 -3.26 -2.93
H -0.91 -1.95 -3.81
C -1.58 0.39 7.65
C -0.30 -0.27 8.16
C 0.81 0.74 8.33
O 0.11 -1.28 7.24
H -1.41 0.85 6.67
H -2.37 -0.36 7.52
H -1.93 1.16 8.34
H -0.50 -0.76 9.12
H 1.06 1.22 7.38
H 1.73 0.25 8.69
H 0.53 1.52 9.05
H 0.29 -0.85 6.39
C -1.28 6.57 -2.63
C 0.00 5.92 -2.11
C 1.11 6.93 -1.94
O 0.41 4.91 -3.03
H -1.11 7.03 -3.61
H -2.07 5.83 -2.75
H -1.63 7.34 -1.93
H -0.20 5.42 -1.15
H 1.36 7.40 -2.90
H 2.03 6.44 -1.58
H 0.83 7.71 -1.23
H 0.59 5.33 -3.88
```

Summary:
Spin multiplicity: 1
Charge: +1
HOMO energy: -9.754 eV
Gap between HOMO and LUMO: 4.9501 eV